No. 1
C25H58BN2O11P2 | ωB97M-V with the def2-TZVPD basis set

Results
Kohn-Sham gap: 3.967 eV
charge: -1
HOMO level: -3.61 eV

Geometry (Å):
C  4.76100  1.01171  3.89015
C  5.59758  1.77378  2.85419
C  5.66443  0.98809  1.52052
C  5.69493  1.91251  0.29653
C  6.26329  1.25123  -0.98803
C  5.18084  0.62172  -1.89855
C  4.29516  -0.35558  -1.10908
C  3.66329  -1.44560  -1.98164
C  2.69681  -2.28809  -1.09552
C  1.20829  -1.99803  -1.41026
C  0.38472  -1.95746  -0.10089
C  -1.16059  -1.90895  -0.30761
N  -1.66794  -1.86064  -1.68343
O  -1.69214  -3.15646  0.14596
B  -2.15923  -3.05423  1.55654
O  -2.29107  -1.60128  1.86718
C  -1.87858  -0.94722  0.71340
C  -2.79044  0.12290  0.08703
C  -4.28814  -0.24447  0.16065
N  -5.11093  0.98494  0.21408
C  -5.81546  1.28520  -1.03376
C  -4.89060  1.26288  -2.26160
C  -5.88214  1.08600  1.35994
C  -7.21658  1.84860  1.33169
O  -5.53038  0.62917  2.43881
H  5.34291  0.18216  4.30107
H  3.87258  0.56150  3.43952
H  4.40890  1.63851  4.71223
H  6.60924  1.88687  3.25766
H  5.21308  2.78166  2.67531
H  6.52889  0.31986  1.57210
H  4.77429  0.35905  1.46482
H  6.35315  2.75724  0.52661
H  4.69906  2.30103  0.07052
H  7.00546  0.47980  -0.75718
H  6.76561  2.05845  -1.53009
H  4.57820  1.42875  -2.32894
H  5.69306  0.12188  -2.72729
H  3.56814  0.18171  -0.49448
H  4.96254  -0.86838  -0.40560
H  3.09890  -1.03348  -2.81932
H  4.46671  -2.11379  -2.30096
H  2.86566  -2.04471  -0.04251
H  2.86982  -3.35885  -1.22490
H  1.09439  -1.05347  -1.94903
H  0.79259  -2.83145  -1.98212
H  0.57525  -2.86152  0.48082
H  0.77023  -1.09785  0.45885
H  -1.37522  -2.72173  -2.12765
H  -1.23429  -1.07743  -2.16748
H  -1.38715  -3.69906  2.27866
H  -3.23372  -3.66656  1.61443
H  -1.02428  -0.33185  1.07459
H  -2.46606  0.37310  -0.92477
H  -2.68904  1.03923  0.67772
H  -4.38053  -0.87464  1.04425
H  -4.54712  -0.86943  -0.69850
H  -6.18785  2.31171  -0.98708
H  -6.70493  0.66281  -1.20287
H  -4.76655  0.22804  -2.58328
H  -3.93387  1.71392  -2.00457
H  -5.33400  1.80879  -3.09639
H  -8.03403  1.23524  0.95203
H  -7.44820  2.12500  2.35867
H  -7.11534  2.79100  0.78956
C  6.28691  6.73717  -1.47172
O  4.90964  6.62501  -1.81036
P  4.48370  5.69781  -3.10650
O  4.78314  4.32849  -2.61518
O  5.65414  6.26455  -4.09094
C  5.74307  7.66128  -4.36736
O  3.51620  5.39071  -4.41502
C  2.22460  4.81702  -4.13916
H  6.35434  6.69514  -0.38591
H  6.88583  5.93895  -1.90437
H  6.66750  7.70659  -1.80014
H  6.77197  7.98108  -4.20232
H  5.08662  8.24913  -3.72270
H  5.48070  7.84034  -5.41023
H  1.66158  5.43724  -3.44298
H  2.33481  3.81208  -3.73318
H  1.67951  4.76219  -5.07850
C  -6.31334  -7.93412  4.32173
O  -6.15024  -6.52922  4.41322
P  -6.34576  -5.61786  3.04279
O  -7.81254  -5.74072  2.80635
O  -5.48994  -6.60951  2.07847
C  -4.12856  -6.91376  2.39395
O  -5.92663  -4.33550  2.11155
C  -6.42585  -3.04218  2.48660
H  -6.85377  -8.25615  5.21173
H  -6.86780  -8.22973  3.43361
H  -5.33375  -8.41767  4.32417
H  -3.99972  -7.99703  2.35609
H  -3.85096  -6.56186  3.38884
H  -3.47660  -6.45036  1.65448
H  -6.15481  -2.80489  3.51355
H  -7.50967  -2.99992  2.36845
H  -5.96686  -2.30818  1.83029

Here are the Mulliken charges for atoms 1 to 8, given in e:
1 C -1.187
2 C -0.488
3 C -0.236
4 C -0.566
5 C -0.989
6 C -0.729
7 C -0.278
8 C -0.941

=====

No. 2
C25H58N18O11Si | ωB97M-V with the def2-TZVPD basis set

Results
Kohn-Sham gap: 5.210 eV
charge: +2
HOMO level: -12.02 eV

Geometry (Å):
C  -4.85301  2.16848  7.90581
Si  -4.88430  1.90281  6.07775
C  -4.80495  3.51176  5.15382
C  -6.33165  0.92913  5.46251
N  -3.32019  1.00134  5.56672
C  -2.31838  0.71753  6.41604
C  -1.17285  0.08362  5.99166
C  -1.07058  -0.27974  4.65444
C  0.14681  -0.98038  4.17293
C  1.40887  -0.42529  4.34946
C  2.50587  -1.10194  3.90364
N  2.37669  -2.28931  3.30222
C  3.58785  -3.05178  2.82064
O  3.37834  -3.56816  1.57699
C  3.68702  -2.73569  0.48377
O  2.65515  -1.80839  0.30634
C  3.05662  -0.54805  -0.21872
C  2.71898  0.58307  0.73575
O  2.75292  1.80754  0.02576
C  1.17691  -2.85260  3.12121
C  0.04551  -2.21792  3.54702
C  -2.12596  -0.00233  3.78590
C  -3.23477  0.64520  4.27510
H  -4.16794  2.96053  8.20255
H  -5.85607  2.47402  8.20259
H  -4.60509  1.26650  8.46510
H  -5.80238  3.93995  5.09058
H  -4.43213  3.36879  4.13908
H  -4.12490  4.20668  5.64339
H  -6.35944  -0.11047  5.77795
H  -7.20944  1.45284  5.84227
H  -6.36420  0.97768  4.37284
H  -2.44413  1.02262  7.44368
H  -0.36809  -0.12093  6.68559
H  1.54086  0.52679  4.83833
H  3.51045  -0.72336  4.01631
H  4.43673  -2.36925  2.87395
H  3.72484  -3.87531  3.51630
H  4.64346  -2.23183  0.65546
H  3.77774  -3.40754  -0.36719
H  4.11599  -0.52495  -0.47441
H  2.50671  -0.35149  -1.13896
H  1.72596  0.39786  1.15428
H  3.44491  0.65149  1.54911
H  1.86546  2.15944  -0.07230
H  1.15451  -3.81449  2.63341
H  -0.91112  -2.69875  3.40616
H  -2.07964  -0.27927  2.74352
H  -4.07771  0.86756  3.62919
C  3.17066  -0.31027  -4.88275
O  3.82923  -0.81704  -5.77886
N  3.76028  0.42736  -3.89386
N  1.81076  -0.41369  -4.83006
H  3.25586  0.90140  -3.16797
H  4.75689  0.54996  -3.94875
H  1.35776  -0.92692  -5.56554
H  1.24836  0.03021  -4.12947
C  -5.22846  -0.99583  1.62565
O  -5.61917  0.14823  1.82296
N  -5.89711  -2.09356  2.05940
N  -4.06270  -1.24937  0.94382
H  -5.59167  -3.03712  1.88616
H  -6.76237  -1.94876  2.54777
H  -3.57478  -0.45626  0.57193
H  -3.72019  -2.17300  0.75218
C  7.46280  -3.01351  -4.98685
O  8.62025  -3.32044  -4.78462
N  6.41842  -3.62405  -4.32575
N  7.07654  -2.05210  -5.87495
H  5.45698  -3.40462  -4.50454
H  6.65323  -4.35767  -3.68553
H  7.79150  -1.58393  -6.39904
H  6.11292  -1.81013  -6.01785
C  1.60818  1.09502  -8.66487
O  0.91408  1.47006  -9.59773
N  2.68774  0.27608  -8.81840
N  1.32494  1.47848  -7.38088
H  3.24582  -0.05473  -8.05013
H  2.91334  -0.01754  -9.75060
H  0.47938  2.02239  -7.22760
H  1.85553  1.16580  -6.58999
C  4.89425  3.92502  -6.25762
O  5.77889  3.99619  -5.42114
N  4.12312  2.80121  -6.39590
N  4.59624  4.94779  -7.11051
H  3.38922  2.70185  -7.07521
H  4.33583  2.03267  -5.79017
H  5.14807  5.78148  -7.03759
H  3.87527  4.89555  -7.80480
C  1.96553  0.23659  8.86583
O  1.18748  -0.45497  8.20826
N  2.36873  -0.13422  10.10423
N  2.47454  1.41670  8.40378
H  3.00131  0.40461  10.66605
H  2.01148  -0.99801  10.46932
H  2.19002  1.72862  7.49699
H  3.10662  1.98778  8.93372
C  -7.53237  -4.19167  -0.64957
O  -6.51205  -4.52081  -0.05177
N  -8.19817  -5.02989  -1.48556
N  -8.05290  -2.93790  -0.49293
H  -9.03253  -4.77214  -1.97739
H  -7.82668  -5.95375  -1.60537
H  -7.52942  -2.34815  0.12313
H  -8.87653  -2.58528  -0.94199
C  -1.85995  3.27431  -7.75071
O  -1.12586  2.78096  -6.89358
N  -2.81348  4.19571  -7.42279
N  -1.76435  2.95179  -9.06290
H  -3.42380  4.61731  -8.09622
H  -2.89357  4.45586  -6.45897
H  -1.05998  2.27002  -9.30640
H  -2.32624  3.36634  -9.78107

Here are the Mulliken charges for atoms 1 to 8, given in e:
1 C -1.160
2 Si 0.191
3 C -0.997
4 C -0.999
5 N 0.219
6 C -0.444
7 C -1.102
8 C 0.794

=====

No. 3
C25H60AlO13P2 | ωB97M-V with the def2-TZVPD basis set

Results
Kohn-Sham gap: 7.141 eV
charge: -1
HOMO level: -5.07 eV

Geometry (Å):
C  -1.59943  -2.69980  2.53136
C  -1.57197  -3.39088  1.16991
O  -1.96400  -2.45483  0.14189
P  -1.49233  -2.92465  -1.32230
O  -1.51984  -4.38266  -1.46282
C  0.15724  -2.20320  -1.56482
C  0.22841  -0.98009  -2.50958
C  1.27971  0.03834  -2.10112
Al  1.81033  1.18486  -3.72253
C  3.17813  0.14471  -4.75476
C  3.95546  0.94485  -5.83229
C  4.34111  0.08347  -7.05147
C  3.48319  0.36666  -8.28699
O  4.29781  0.35297  -9.46385
C  3.98680  1.34014  -10.42336
C  0.08585  1.58450  -4.73912
O  0.16113  1.30707  -6.12192
O  -1.08434  1.68258  -6.73512
P  2.60610  3.23603  -2.83746
O  3.75651  3.84341  -3.61038
O  -2.51096  -2.24281  -2.34922
C  -2.32952  -2.75378  -3.69830
C  -2.55909  -1.64971  -4.70503
H  -2.17492  -3.32512  3.20010
H  -1.97717  -1.68863  2.49730
H  -0.59052  -2.67647  2.92523
H  -2.26729  -4.21537  1.14710
H  -0.57826  -3.77769  0.99414
H  0.75128  -3.00049  -1.99411
H  0.56502  -1.92991  -0.60060
H  -0.72485  -0.46661  -2.51983
H  0.39717  -1.33707  -3.52209
H  0.90767  0.66499  -1.29430
H  2.20037  -0.45434  -1.79719
H  3.90388  -0.23381  -4.03716
H  2.71527  -0.73324  -5.20369
H  3.39426  1.81859  -6.14298
H  4.88421  1.26296  -5.38105
H  5.36371  0.30608  -7.33671
H  4.29307  -0.97184  -6.81212
H  2.95470  1.30488  -8.16360
H  2.75704  -0.43901  -8.38462
H  4.78610  2.07667  -10.45901
H  3.90570  0.87738  -11.40443
H  3.04417  1.84130  -10.22470
H  -0.13710  2.65191  -4.62406
H  -0.74621  1.05182  -4.27750
H  -1.04647  2.65148  -6.74894
H  1.52016  4.16938  -2.81405
H  2.88520  3.09682  -1.44331
H  -1.32372  -3.12563  -3.83873
H  -3.03711  -3.56015  -3.83690
H  -3.60188  -1.54145  -4.97154
H  -2.13116  -0.72538  -4.34721
H  -2.00999  -1.92006  -5.60061
C  -4.26543  -4.88881  5.18435
O  -4.82374  -3.59908  5.07878
C  -5.85952  -3.52648  4.11173
C  -6.89763  -2.49871  4.49903
O  -7.77444  -2.91298  5.53780
C  -7.26327  -2.95050  6.86086
C  -7.04245  -1.58958  7.48310
O  -5.85524  -0.99111  6.99272
C  -5.90721  0.41712  7.00211
H  -3.74785  -5.17040  4.26004
H  -3.54889  -4.87724  6.00379
H  -5.04470  -5.62563  5.41280
H  -6.34612  -4.50175  3.99682
H  -5.41469  -3.23699  3.15036
H  -7.54315  -2.34710  3.63110
H  -6.43377  -1.53829  4.72913
H  -6.36064  -3.56088  6.92212
H  -8.03871  -3.45288  7.44422
H  -6.94276  -1.70859  8.57125
H  -7.91094  -0.95389  7.27488
H  -6.75988  0.78285  6.41800
H  -4.99011  0.78392  6.54572
H  -5.97584  0.80369  8.02594
C  6.54928  2.85999  5.43342
O  5.21553  2.86031  4.98326
C  4.45028  3.92706  5.51772
C  3.37800  4.37744  4.55015
O  3.85651  5.15495  3.46694
C  4.55707  4.48325  2.42502
C  3.68311  3.63232  1.53280
O  3.35212  2.40674  2.16889
C  2.11393  1.88585  1.73164
H  6.60500  2.66653  6.51170
H  7.07471  2.06723  4.90407
H  7.04057  3.81381  5.20752
H  5.09595  4.78038  5.75618
H  3.97031  3.57592  6.44224
H  2.70848  5.04451  5.09970
H  2.78069  3.53250  4.20249
H  5.39515  3.90665  2.81973
H  4.97200  5.28264  1.80785
H  4.23094  3.39886  0.61157
H  2.77739  4.19148  1.27252
H  1.30500  2.60839  1.89505
H  1.90682  0.99224  2.31809
H  2.14949  1.61510  0.67124

Here are the Mulliken charges for atoms 1 to 8, given in e:
1 C -0.962
2 C -0.216
3 O -0.397
4 P 1.079
5 O -0.799
6 C -1.074
7 C -0.486
8 C -0.790

=====

No. 4
C25H60BIO17P4S | ωB97M-V with the def2-TZVPD basis set

Results
Kohn-Sham gap: 7.150 eV
HOMO level: -8.80 eV
structure (SMILES): COB(O)[C@@](I)(CCCCO)OC(=O)[PH2]=S.CCOP(=O)(OCC)OCC.CCOP(=O)(OCC)OCC.CCOP(=O)(OCC)OCC

Geometry (Å):
C  -10.11686  -2.69772  1.04863
O  -9.14969  -2.88252  -0.02128
B  -8.23738  -1.77130  -0.11311
O  -8.08777  -0.75557  0.88652
C  -7.34441  -1.74407  -1.50180
I  -6.39542  0.18671  -1.84236
C  -6.34496  -2.99842  -1.43675
C  -4.81827  -2.65482  -1.12668
C  -4.53896  -2.03959  0.32334
C  -3.51021  -0.78015  0.29145
O  -2.44789  -0.94853  -0.67565
O  -8.32732  -2.06098  -2.56616
C  -7.92157  -1.53282  -3.81674
O  -6.96528  -1.91886  -4.50037
P  -9.00850  -0.13078  -4.52631
S  -10.65264  -0.81496  -5.32071
H  -10.87713  -3.53852  1.06420
H  -9.58677  -2.53730  2.03832
H  -10.69578  -1.73149  0.81800
H  -7.59732  -1.08888  1.66857
H  -6.35944  -3.47151  -2.48509
H  -6.73728  -3.82390  -0.74114
H  -4.35546  -2.04184  -1.98049
H  -4.25390  -3.65734  -1.16031
H  -5.46056  -1.66187  0.87104
H  -4.07191  -2.83632  1.00797
H  -4.05366  0.21762  0.20991
H  -3.00990  -0.78400  1.32687
H  -2.82499  -0.61000  -1.51886
H  -8.26419  0.51287  -5.56079
H  -9.36358  0.84112  -3.54109
O  -1.98572  0.57855  4.25450
P  -1.07935  0.54713  5.48740
O  -2.26069  0.28383  6.61368
C  -2.77145  -1.03540  6.75708
C  -1.77295  -1.95120  7.44289
O  -0.96503  2.19568  5.67179
C  -1.14472  3.05675  4.55013
C  -2.58163  3.53551  4.45696
O  0.06049  0.43911  6.76199
C  1.41798  0.21383  6.36087
C  1.99247  1.37584  5.56967
H  -3.05676  -1.43465  5.77931
H  -3.67681  -0.96475  7.36536
H  -0.89728  -2.11663  6.80845
H  -2.22430  -2.92193  7.66028
H  -1.41668  -1.50776  8.37497
H  -0.82226  2.56475  3.63059
H  -0.48451  3.91844  4.69224
H  -3.29800  2.71981  4.56232
H  -2.76050  4.03389  3.50070
H  -2.79876  4.24200  5.26051
H  1.47149  -0.71258  5.78091
H  2.00148  0.06957  7.27299
H  1.50695  1.46569  4.59320
H  3.06215  1.23343  5.39845
H  1.84048  2.31918  6.09677
O  1.54256  -1.12809  -3.72541
P  1.67453  -2.53235  -3.13072
O  1.88098  -2.07902  -1.55518
C  0.73054  -1.69620  -0.80898
C  -0.13282  -2.89378  -0.45727
O  3.27759  -2.74549  -3.52021
C  3.84963  -2.03479  -4.61476
C  4.51207  -0.75426  -4.14278
O  1.70680  -4.15927  -2.59310
C  1.17905  -5.12456  -3.51095
C  2.00452  -5.23336  -4.78113
H  0.15399  -0.95282  -1.36536
H  1.08668  -1.22265  0.10973
H  -0.58139  -3.32679  -1.35632
H  -0.93798  -2.60382  0.21867
H  0.46410  -3.67769  0.01504
H  3.09966  -1.84189  -5.38408
H  4.60308  -2.68669  -5.06870
H  3.87306  -0.17996  -3.47089
H  4.77917  -0.12179  -4.99352
H  5.42148  -0.98189  -3.58268
H  0.14155  -4.86692  -3.74511
H  1.17452  -6.08758  -2.99520
H  1.92578  -4.32185  -5.38122
H  1.65782  -6.06801  -5.39524
H  3.06058  -5.37949  -4.54825
O  7.66000  5.14147  -2.86766
P  7.00992  4.44421  -1.67047
O  8.09859  4.92886  -0.52420
C  7.99489  6.25236  -0.01506
C  6.80032  6.40454  0.91021
O  7.64617  2.93695  -1.96867
C  8.02366  2.56699  -3.29232
C  9.49822  2.83335  -3.53166
O  6.12365  3.69522  -0.40976
C  4.76297  3.36961  -0.72016
C  4.65000  2.31583  -1.80749
H  7.94030  6.96777  -0.84070
H  8.91349  6.45513  0.54144
H  5.86305  6.30275  0.35539
H  6.80639  7.38515  1.39161
H  6.80500  5.63015  1.68016
H  7.39676  3.07404  -4.02815
H  7.82726  1.49514  -3.39920
H  9.79862  3.82853  -3.20162
H  9.74108  2.73096  -4.59247
H  10.10795  2.12455  -2.96780
H  4.23279  4.28219  -1.00973
H  4.30535  2.99631  0.19894
H  4.98816  2.70749  -2.77173
H  3.61283  1.99203  -1.92406
H  5.26796  1.44712  -1.57437

Here are the Mulliken charges for atoms 1 to 8, given in e:
1 C -0.561
2 O -0.379
3 B 0.829
4 O -0.477
5 C -0.249
6 I 0.023
7 C -0.582
8 C -0.680